No. 1
114
Properties=species:S:1:pos:R:3 method="wB97M-V/def2-TZVPD" s2=2.01 max_force_ha_per_bohr=0.008 total_charge=+4 e_tot_ha=-3797.357686 relative_energy_kj_mol=13.9 multiplicity=3
W -1.3750 1.0397 0.5529
C -0.3984 5.2170 1.9835
C -1.0876 6.0338 1.1009
C -1.8050 5.4461 0.0715
C -1.8349 4.0647 -0.0304
N -1.2082 3.2655 0.8582
C -0.4871 3.8490 1.8233
C -2.4705 3.3466 -1.1488
C -3.1866 3.9547 -2.1670
C -3.7053 3.1802 -3.1927
C -3.4837 1.8092 -3.1882
C -2.7712 1.2587 -2.1453
N -2.2832 2.0086 -1.1371
H 0.1991 5.6292 2.7841
H -1.0540 7.1105 1.2004
H -2.3229 6.0647 -0.6462
H 0.0599 3.1955 2.4901
H -3.3495 5.0220 -2.1619
H -4.2755 3.6438 -3.9871
H -3.8607 1.1731 -3.9762
H -2.5706 0.1939 -2.0921
N 0.5084 1.1022 -0.0693
S 1.9353 1.1153 -0.4574
N 2.3628 0.0443 -1.5740
S 1.4713 -1.1901 -1.9024
N 0.9286 -2.1134 -0.7933
S -0.3009 -2.0819 0.2389
N -1.2501 -0.9436 0.3930
C 0.4982 -2.4694 1.7738
C -0.3491 -2.7127 2.8515
C 0.2063 -3.0194 4.0811
C 1.5901 -3.0782 4.2257
C 2.4187 -2.8393 3.1401
C 1.8765 -2.5374 1.8962
C -1.1825 -3.5487 -0.1968
C -0.4903 -4.7534 -0.2740
C -1.1922 -5.8957 -0.6187
C -2.5575 -5.8227 -0.8812
C -3.2316 -4.6120 -0.7919
C -2.5448 -3.4585 -0.4386
C 0.1537 -0.6788 -2.9664
C -0.8838 -1.5737 -3.2053
C -1.7996 -1.2752 -4.2025
C -1.6616 -0.1084 -4.9481
C -0.6242 0.7796 -4.6880
C 0.3026 0.4953 -3.6953
C 2.5249 -2.2148 -2.8613
C 3.5974 -1.6397 -3.5347
C 4.3654 -2.4549 -4.3501
C 4.0518 -3.8014 -4.4887
C 2.9679 -4.3510 -3.8135
C 2.1857 -3.5575 -2.9919
C 3.0374 0.7922 0.8884
C 4.2637 0.1771 0.6618
C 5.1274 0.0023 1.7342
C 4.7641 0.4342 3.0033
C 3.5269 1.0325 3.2162
C 2.6570 1.2151 2.1551
C 2.4685 2.6389 -1.1687
C 3.8201 2.9094 -1.3500
C 4.1792 4.1081 -1.9442
C 3.2002 5.0098 -2.3464
C 1.8542 4.7228 -2.1561
C 1.4768 3.5295 -1.5600
H -1.4239 -2.7043 2.7103
H -0.4328 -3.2530 4.9232
H 2.0194 -3.3402 5.1838
H 3.4916 -2.9132 3.2507
H 2.5157 -2.3824 1.0403
H 0.5699 -4.8020 -0.0562
H -0.6791 -6.8459 -0.6763
H -3.0984 -6.7203 -1.1494
H -4.2937 -4.5694 -0.9920
H -3.0450 -2.5025 -0.3529
H -0.9634 -2.5012 -2.6512
H -2.5990 -1.9703 -4.4218
H -2.3551 0.0978 -5.7533
H -0.5145 1.6775 -5.2814
H 1.1408 1.1568 -3.5171
H 3.8307 -0.5905 -3.4245
H 5.2103 -2.0365 -4.8793
H 4.6575 -4.4291 -5.1285
H 2.7341 -5.4006 -3.9260
H 1.3450 -3.9774 -2.4567
H 4.5406 -0.1629 -0.3267
H 6.0897 -0.4654 1.5743
H 5.4497 0.3063 3.8307
H 3.2537 1.3670 4.2083
H 1.6911 1.6808 2.3003
H 4.5840 2.2133 -1.0302
H 5.2248 4.3415 -2.0908
H 3.4911 5.9432 -2.8094
H 1.1011 5.4309 -2.4752
H 0.4341 3.2828 -1.4042
C -2.9063 -0.7063 5.5811
N -1.9691 -0.0196 4.6797
C -0.7069 0.4853 5.2271
C -2.2577 0.1966 3.4055
N -1.5412 0.9993 2.6284
N -3.3584 -0.4480 2.8917
C -4.0867 -0.0400 1.7846
N -5.3490 -0.4870 1.7513
N -3.5298 0.6793 0.8612
H -2.5284 -0.6288 6.5949
H -2.9879 -1.7693 5.3406
H -3.8871 -0.2317 5.5578
H -0.5284 0.0078 6.1850
H -0.7464 1.5650 5.3897
H 0.1164 0.2253 4.5587
H -0.9354 1.5966 3.1740
H -3.7885 -1.1472 3.4772
H -5.8249 -0.8001 2.5828
H -5.9355 -0.2896 0.9564
H -4.2005 0.9981 0.1714

No. 2
104
Properties=species:S:1:pos:R:3 method="wB97M-V/def2-TZVPD" max_force_ha_per_bohr=0.008 e_tot_ha=-3640.004152
Mg 0.6446 0.2201 -1.5504
N -1.8949 -0.4456 -4.9389
C -1.5945 0.3784 -3.9398
N -0.8584 -0.2727 -3.0569
C -0.7262 -1.5150 -3.6138
N -1.3435 -1.6650 -4.7575
C 0.0490 -2.5642 -2.9380
C 0.1949 -3.8335 -3.4717
N 0.8693 -4.7844 -2.8338
C 1.4015 -4.4452 -1.6648
C 1.2654 -3.1716 -1.1280
N 0.5793 -2.2220 -1.7609
H -2.4133 -0.2453 -5.7786
H -1.8849 1.4157 -3.8893
H -0.2560 -4.0772 -4.4253
H 1.9696 -5.2002 -1.1354
H 1.7054 -2.9237 -0.1723
O -1.2781 0.8328 2.1227
C -2.6272 0.5830 2.1703
C -3.5280 1.2641 2.9710
C -4.8616 0.8758 2.9517
C -5.2829 -0.1733 2.1471
C -4.3702 -0.8069 1.3131
C -3.0365 -0.4173 1.2891
P -1.7214 -1.1151 0.1928
C -1.0123 -2.3394 1.3608
C 0.2368 -2.0360 1.8986
C 0.8234 -2.8649 2.8470
C 0.1603 -4.0080 3.2654
C -1.0950 -4.3095 2.7490
C -1.6834 -3.4750 1.8120
C -2.7146 -2.0960 -0.9994
C -3.6375 -1.4038 -1.7909
C -4.3355 -2.0483 -2.7988
C -4.1151 -3.4002 -3.0451
C -3.1944 -4.0943 -2.2777
C -2.4971 -3.4451 -1.2632
C -0.5635 1.5299 3.0692
C -0.8173 1.4563 4.4279
C -0.0471 2.2242 5.2912
C 0.9538 3.0480 4.7962
C 1.2246 3.0637 3.4341
C 0.4903 2.2815 2.5506
P 0.7835 2.1728 0.7323
C -0.4267 3.4389 0.1914
C -0.2420 4.7991 0.4231
C -1.2229 5.7096 0.0642
C -2.4067 5.2672 -0.5122
C -2.6068 3.9129 -0.7314
C -1.6165 3.0047 -0.3854
C 2.4250 2.9512 0.5273
C 3.4982 2.5450 1.3240
C 4.7843 2.9875 1.0558
C 5.0182 3.8335 -0.0201
C 3.9602 4.2358 -0.8211
C 2.6707 3.7959 -0.5541
H -3.2048 2.0869 3.5923
H -5.5727 1.4021 3.5753
H -6.3178 -0.4877 2.1559
H -4.7103 -1.5927 0.6509
H 0.7617 -1.1456 1.5633
H 1.7995 -2.6240 3.2477
H 0.6193 -4.6638 3.9937
H -1.6205 -5.1947 3.0841
H -2.6724 -3.7093 1.4361
H -3.8119 -0.3478 -1.6112
H -5.0513 -1.4972 -3.3960
H -4.6586 -3.9059 -3.8328
H -3.0081 -5.1439 -2.4681
H -1.7683 -3.9996 -0.6835
H -1.5953 0.8081 4.8066
H -0.2360 2.1762 6.3559
H 1.5321 3.6678 5.4681
H 2.0296 3.6808 3.0568
H 0.6786 5.1500 0.8739
H -1.0637 6.7670 0.2323
H -3.1700 5.9804 -0.7952
H -3.5260 3.5664 -1.1861
H -1.7715 1.9441 -0.5642
H 3.3359 1.8782 2.1635
H 5.6042 2.6629 1.6837
H 6.0234 4.1731 -0.2342
H 4.1315 4.8861 -1.6691
H 1.8628 4.1050 -1.2019
F 1.0727 4.0863 -3.2774
B 0.3126 2.9709 -3.5380
F 0.5083 2.0247 -2.3864
F -1.0527 3.2739 -3.5501
F 0.6927 2.2828 -4.6657
C 2.7967 0.0049 -1.8147
C 3.4830 -0.9609 -0.9593
C 4.0980 -2.1111 -1.4874
C 4.6272 -3.0999 -0.6802
C 4.5869 -2.9734 0.7068
C 4.0198 -1.8229 1.2620
C 3.4768 -0.8533 0.4470
C 5.1157 -4.0050 1.5606
N 5.5253 -4.8277 2.2527
H 3.0170 -0.1790 -2.8693
H 3.0764 1.0376 -1.5722
H 4.1350 -2.2314 -2.5642
H 5.0822 -3.9789 -1.1196
H 3.9995 -1.7078 2.3391
H 3.0105 0.0188 0.8954

No. 3
10
Properties=species:S:1:pos:R:3 method="wB97M-V/def2-TZVPD" max_force_ha_per_bohr=0.050 e_tot_ha=-598.436915 relative_energy_kj_mol=260.3
C -0.4170 -0.3336 0.6304
C -0.5169 -0.2890 -0.8447
C 0.9998 0.4330 0.8031
N 0.5697 0.3787 -1.3249
N 1.5071 0.6832 -0.4436
O 1.5885 0.5974 1.8661
I -2.7034 -0.1424 1.7801
H -0.3163 -1.4200 1.0188
H -1.4944 -0.7177 -1.2335
H 0.7828 0.8104 -2.2519